Below is a single C2H7NS molecule at a distorted geometry, with properties calculated with the ωB97M-V functional and the def2-TZVPD basis.

Atoms and positions in Å:
1 H 1.299152 0.757209 0.874246
2 H 1.494136 -1.088362 -0.174954
3 N -1.790725 0.139255 -0.601091
4 H 0.194888 -2.061624 0.779796
5 H -2.647991 0.349891 -0.273117
6 S -0.708731 0.080965 0.506358
7 C 0.590717 1.344469 0.245873
8 H 0.307410 2.344384 0.630706
9 C 0.377605 -1.335764 -0.076413
10 H 0.005767 -1.808664 -1.055020
11 H 0.877777 1.278236 -0.856381

Atomic forces in eV per Å
0.384 1.418 -0.336
-1.737 -0.285 0.308
3.068 -0.665 -2.049
0.623 0.519 -1.268
-3.488 0.804 1.662
0.552 -0.331 -0.861
0.151 -1.370 -0.583
0.265 -0.748 -0.312
0.246 -0.925 0.393
0.237 1.127 1.527
-0.300 0.455 1.519

Output
Energy above the lowest of the compared OMol25 structures with the same formula, charge and spin   2.326 eV
E_tot   -533.24498 Ha
Gap between HOMO and LUMO   0.341 Ha

Atom charges from the Mulliken analysis, given in e for atoms 1 to 4:
1 H 0.267
2 H 0.321
3 N -0.653
4 H 0.277

Below is a molecular structure, C2H7NS at a distorted geometry, with properties calculated with the ωB97M-V functional and the def2-TZVPD basis.

Atoms and positions in Å:
1 H 1.624990 0.264171 0.266742
2 H 1.342760 -1.111491 1.539962
3 H -2.390105 1.710243 -0.200792
4 S -0.697564 0.890160 1.470424
5 H 0.853539 -1.223526 -1.346750
6 H 0.533623 -2.564198 -0.433695
7 C -1.332954 1.484035 -0.165299
8 H -0.718771 2.312471 -0.449037
9 C 0.961618 -0.649775 0.640067
10 N 1.066833 -1.630104 -0.484120
11 H -1.243967 0.518014 -0.837500

Atomic forces in eV per Å
-1.535 -2.043 1.162
-0.408 0.244 0.317
-0.150 0.232 0.481
0.839 -1.834 -1.385
-0.266 0.808 -1.520
0.999 2.138 0.394
0.522 -3.094 -0.349
0.164 0.297 -0.681
1.727 1.772 -2.523
-1.982 -0.745 3.251
0.091 2.225 0.853

Output
Energy above the lowest of the compared OMol25 structures with the same formula, charge and spin   2.318 eV
E_tot   -533.24525 Ha
Gap between HOMO and LUMO   0.311 Ha

Atom charges from the Mulliken analysis, given in e for atoms 1 to 4:
1 H 0.303
2 H 0.368
3 H 0.324
4 S -0.180

Below is a molecular structure, C2H7NS at a distorted geometry, with properties calculated with the ωB97M-V functional and the def2-TZVPD basis.

Atoms and positions in Å:
1 H 0.306885 -0.373472 -0.084362
2 H 1.927760 1.554402 -0.360507
3 H -2.018840 0.981288 -0.205893
4 N 0.044656 0.961367 0.119417
5 S 0.347548 -1.935593 -0.336605
6 H -0.864171 -2.102765 0.216298
7 C 0.921804 1.842584 -0.073682
8 C -1.298777 1.317669 0.536636
9 H 0.695807 2.903378 0.039664
10 H -1.384843 2.393138 0.698202
11 H -1.505385 0.800350 1.473158

Atomic forces in eV per Å
-0.127 -1.379 -0.201
-0.018 -0.112 -0.043
0.032 -0.033 -0.052
0.086 0.719 0.061
0.056 0.659 0.115
0.044 0.006 -0.012
-0.185 0.073 0.038
0.217 0.037 0.155
0.055 0.038 0.026
-0.105 0.031 -0.057
-0.055 -0.039 -0.030

Output
Energy above the lowest of the compared OMol25 structures with the same formula, charge and spin   1.283 eV
E_tot   -533.28332 Ha
Gap between HOMO and LUMO   0.310 Ha

Atom charges from the Mulliken analysis, given in e for atoms 1 to 4:
1 H 0.197
2 H 0.253
3 H 0.293
4 N -0.085

Below is 2 unconnected molecules or ions with the total composition C2H7NS at a distorted geometry, with properties calculated with the ωB97M-V functional and the def2-TZVPD basis.

Atoms and positions in Å:
1 C 0.628832 -0.986197 -1.113740
2 H -2.109171 -1.048414 1.856024
3 H -0.364792 -0.763315 -1.484174
4 H 1.004904 -1.955862 -1.408607
5 S -1.986596 0.295588 1.740299
6 H 2.409836 -0.203231 -0.272379
7 H -3.181518 0.511560 1.145254
8 H -0.032965 1.342251 -0.380742
9 N 0.830311 1.089227 0.067937
10 C 1.333773 -0.136454 -0.369293
11 H 1.467387 1.854846 0.219421

Atomic forces in eV per Å
-0.016 -0.580 -0.063
-0.191 0.439 -0.179
-0.130 0.101 0.371
0.280 0.138 0.005
-0.170 -0.116 -0.028
-0.032 -0.592 0.603
0.219 -0.345 0.228
-0.109 0.216 0.176
0.119 -0.328 0.029
0.021 1.257 -0.993
0.008 -0.191 -0.148

Output
Energy above the lowest of the compared OMol25 structures with the same formula, charge and spin   0.801 eV
E_tot   -533.30102 Ha
SMILES   C=CN.S
Gap between HOMO and LUMO   0.332 Ha

Atom charges from the Mulliken analysis, given in e for atoms 1 to 4:
1 C -0.840
2 H 0.157
3 H 0.202
4 H 0.243

Below is a single C2H7NS molecule at a distorted geometry, with properties calculated with the ωB97M-V functional and the def2-TZVPD basis.

Atoms and positions in Å:
1 H -2.986316 -1.010386 -0.715088
2 H 2.256559 -0.450738 0.639644
3 H 0.357581 -0.767414 -1.278183
4 H -0.143413 -1.281237 0.557662
5 S -2.543495 0.050148 0.182315
6 H 1.854483 1.049275 -0.166465
7 H 1.307562 0.798378 1.342765
8 C 1.409100 0.229065 0.385403
9 N -0.998668 0.483411 -0.558357
10 C 0.261672 -0.549098 -0.103447
11 H -0.775064 1.448597 -0.286253

Atomic forces in eV per Å
0.892 1.787 1.074
-0.458 0.264 -0.402
0.542 -0.896 3.047
-0.134 -0.601 0.120
0.318 -1.090 -1.303
-0.311 -0.314 -1.241
-0.822 -0.839 -0.201
2.214 0.615 2.449
0.598 -1.647 1.542
-2.556 3.243 -5.198
-0.283 -0.522 0.113

Output
Energy above the lowest of the compared OMol25 structures with the same formula, charge and spin   1.962 eV
E_tot   -533.25837 Ha
SMILES   CCNS
Gap between HOMO and LUMO   0.346 Ha

Atom charges from the Mulliken analysis, given in e for atoms 1 to 4:
1 H 0.144
2 H 0.312
3 H 0.193
4 H 0.325

Below is a single C2H7NS molecule at a distorted geometry, with properties calculated with the ωB97M-V functional and the def2-TZVPD basis.

Atoms and positions in Å:
1 N -1.012765 0.035664 -0.812119
2 H -1.922228 -0.363161 -0.658916
3 C 0.011355 -0.970928 -0.814629
4 C 0.709450 0.832177 1.233986
5 H -1.001834 0.603177 -1.631564
6 H 0.483895 1.748904 0.729618
7 H 0.499983 -1.165937 -1.756419
8 S 1.477487 -0.431044 0.273332
9 H -0.324051 -1.854887 -0.319328
10 H 1.309661 1.087235 2.103100
11 H -0.230954 0.478801 1.652938

Atomic forces in eV per Å
0.064 -0.580 0.006
-0.195 0.053 -0.110
0.948 1.173 1.220
-0.769 0.127 1.239
-0.095 0.326 -0.436
0.048 0.406 -0.611
-0.208 -0.225 -0.377
0.228 -0.326 -0.730
-0.391 -0.673 -0.087
0.458 -0.183 -0.071
-0.089 -0.099 -0.044

Output
Energy above the lowest of the compared OMol25 structures with the same formula, charge and spin   0.315 eV
E_tot   -533.31888 Ha
SMILES   CSCN
Gap between HOMO and LUMO   0.338 Ha

Atom charges from the Mulliken analysis, given in e for atoms 1 to 4:
1 N -0.466
2 H 0.206
3 C -0.423
4 C -0.811

Below is 2 unconnected molecules or ions with the total composition C2H7NS at a distorted geometry, with properties calculated with the ωB97M-V functional and the def2-TZVPD basis.

Atoms and positions in Å:
1 C 0.822697 -0.929064 -0.011463
2 H -0.270424 1.313709 1.998967
3 H -2.891512 0.589466 0.187836
4 N -0.860731 0.854961 -0.128150
5 H 0.190702 -1.624875 -0.336200
6 H 1.217255 1.327937 -0.133714
7 S -1.957281 -0.374059 -0.045526
8 H 1.801193 -1.188056 -0.442328
9 C 0.454143 0.492331 -0.523607
10 H 0.936669 -0.939572 1.084691
11 H 0.557293 0.477217 -1.650505

Atomic forces in eV per Å
4.011 3.570 1.018
-0.097 -0.028 -0.276
-0.201 -0.936 -0.045
-0.026 0.797 0.372
-2.800 -2.840 -1.201
-1.689 -1.883 -0.833
-0.611 1.199 0.016
-0.112 -0.015 0.226
2.111 -0.003 0.194
-0.273 -0.037 -0.391
-0.315 0.176 0.921

Output
Energy above the lowest of the compared OMol25 structures with the same formula, charge and spin   4.856 eV
E_tot   -533.15200 Ha
Gap between HOMO and LUMO (alpha / beta)   0.294 / 0.334 Ha

Atom charges from the Mulliken analysis, given in e for atoms 1 to 4:
1 C -1.237
2 H 0.009
3 H 0.190
4 N -0.265

Below is 2 unconnected molecules or ions with the total composition C2H7NS2 at a distorted geometry, with properties calculated with the ωB97M-V functional and the def2-TZVPD basis.

Atoms and positions in Å:
1 H 0.471003 -2.177862 -1.537391
2 H 1.264559 2.128247 1.624572
3 S -2.133086 -2.875686 -1.603955
4 H 1.333390 2.687962 -0.096401
5 N 0.635324 0.688207 0.167378
6 H -2.497719 -2.294156 -0.441651
7 C -0.561483 0.650669 0.519917
8 S -0.285294 -3.267988 -1.291536
9 H -1.321489 1.300022 1.110900
10 H -0.990768 -0.348801 0.333556
11 C 1.521732 1.853426 0.576129
12 H 2.563826 1.655957 0.638485

Atomic forces in eV per Å
-0.520 0.376 -0.197
-0.132 0.180 -0.690
-2.775 1.122 -0.654
0.102 0.097 0.050
2.201 1.520 0.598
0.020 -0.094 -0.001
-1.919 -1.252 0.885
3.269 -1.352 0.884
1.890 -0.156 -0.785
-0.407 0.492 -0.312
-2.497 -0.133 0.829
0.770 -0.801 -0.606

Output
Energy above the lowest of the compared OMol25 structures with the same formula, charge and spin   1.833 eV
E_tot   -931.45622 Ha
SMILES   C=NC.SS
Gap between HOMO and LUMO   0.365 Ha

Atom charges from the Mulliken analysis, given in e for atoms 1 to 4:
1 H 0.164
2 H 0.268
3 S -0.130
4 H 0.263

Below is a single C2H7NS2 molecule at a distorted geometry, with properties calculated with the ωB97M-V functional and the def2-TZVPD basis.

Atoms and positions in Å:
1 H -0.581343 -1.508367 -1.978693
2 H 1.003406 0.748406 1.744970
3 N 0.276847 1.127542 -0.138182
4 S -0.990741 -2.705633 -0.003164
5 H -0.045611 2.218192 1.661652
6 C -0.377770 -1.246771 -0.901211
7 H 0.373913 1.976064 -0.711798
8 H -1.641077 -3.373179 -0.984961
9 H 0.676126 -1.104737 -0.704933
10 H 1.738576 2.045213 1.045047
11 S -1.221470 0.268907 -0.189172
12 C 0.789143 1.554362 1.160445

Atomic forces in eV per Å
0.306 0.962 1.011
0.180 -2.387 1.829
0.521 1.277 -0.377
-0.075 -0.469 0.160
2.022 -0.962 -0.393
-1.647 -0.740 -0.507
-0.833 -0.927 -0.253
0.272 0.383 0.108
0.042 0.055 -0.075
0.168 0.732 -0.276
1.983 -0.269 -0.867
-2.938 2.345 -0.359

Output
Energy above the lowest of the compared OMol25 structures with the same formula, charge and spin   1.325 eV
E_tot   -931.47489 Ha
SMILES   CNSCS
Gap between HOMO and LUMO   0.349 Ha

Atom charges from the Mulliken analysis, given in e for atoms 1 to 4:
1 H 0.311
2 H 0.304
3 N -0.374
4 S -0.203

Below is a single C2H7NS2 molecule at a distorted geometry, with properties calculated with the ωB97M-V functional and the def2-TZVPD basis.

Atoms and positions in Å:
1 H -1.191283 -1.114891 0.465761
2 H -2.745260 -0.382951 -1.408858
3 H 0.912111 0.327694 -1.583961
4 C -1.763531 -0.230668 0.688593
5 H 1.952185 0.025283 1.143955
6 C 2.109614 0.043910 0.068004
7 S -0.275684 1.285754 0.099140
8 H -1.922082 -0.033974 1.736118
9 H 2.831931 0.832604 -0.165661
10 H 2.522693 -0.916301 -0.246741
11 S -3.260561 -0.069243 -0.216921
12 N 0.829863 0.232780 -0.579430

Atomic forces in eV per Å
0.211 -0.183 0.062
0.014 -0.024 -0.092
-0.136 -0.005 0.142
1.753 2.285 -0.903
0.057 -0.044 0.020
0.233 -0.116 0.084
-1.907 -1.905 0.717
-0.070 -0.114 0.215
0.011 0.007 0.062
0.096 0.017 0.062
-0.270 -0.005 0.056
0.009 0.087 -0.427

Output
Energy above the lowest of the compared OMol25 structures with the same formula, charge and spin   1.418 eV
E_tot   -931.47147 Ha
SMILES   CNSCS
Gap between HOMO and LUMO   0.327 Ha

Atom charges from the Mulliken analysis, given in e for atoms 1 to 4:
1 H 0.310
2 H 0.120
3 H 0.243
4 C -0.611